A single C6H8NPS3 molecule at a distorted geometry. Source: OMol25; level of theory: the ωB97M-V functional and the def2-TZVPD basis.

Each line ends with the Löwdin charge.
Element x y z (Å)
C -2.52620 -2.25731 2.12932  0.196
C -1.98809 -1.38084 1.47483  -0.201
C -0.09871 -0.70357 0.25004  -0.160
C -1.24627 -0.21152 1.05372  -1.019
C 2.24748 -0.62726 -0.22638  -0.092
C -1.36489 2.26012 -0.44326  -0.388
N 1.12611 -0.32979 0.60090  -0.342
P 1.59648 0.28522 2.38520  0.210
S 1.69042 -1.43793 3.30426  -0.002
S -0.59201 0.86502 2.39428  0.563
S -2.34005 0.69495 -0.19138  0.826
H -2.91470 -3.03763 2.57159  -0.011
H -0.25412 -1.27996 -0.60389  0.118
H 1.71171 -1.07078 -1.12288  0.113
H 2.65036 0.29995 -0.43300  0.066
H 2.75204 -1.43423 0.32013  0.090
H -0.83369 2.15933 0.58147  -0.044
H -1.93116 3.23098 -0.56523  0.057
H -0.72811 2.05120 -1.31912  0.020

## Properties
**E_LUMO**: -0.6 eV
**E_tot**: -49632.924 eV
**E_HOMO**: -7.9581 eV
**Orbital gap**: 7.36 eV